Entry 1:
Density functional theory data (the ωB97M-V functional and the def2-TZVPD basis) for C36H99AsF6FeN9O9 as an isolated structure at a distorted geometry.

Calculated values
net charge	+1
E_LUMO (spin up / spin down)	-0.1509 / -0.1610	Ha
multiplicity	5
highest occupied orbital energy (spin up / spin down)	-9.9 / -9.9	eV

Last column: Löwdin charge in e.
Atoms and positions in Å:
Fe  3.04836  2.09856  -0.22344  1.04
As  -0.52957  0.77923  -0.60076  0.98
F  1.03694  1.65867  -0.37126  -0.33
F  0.35118  -0.63554  -0.08025  -0.23
F  -2.06112  -0.09896  -0.92239  -0.26
F  -1.16103  2.30514  -1.33265  -0.25
F  0.00241  0.38709  -2.25480  -0.25
F  -1.03452  1.23722  1.07485  -0.24
C  -1.56987  3.16574  4.16501  -0.04
C  -0.23904  2.39957  4.20524  -0.37
C  -0.38723  0.88625  4.36460  -0.19
O  -0.67832  0.49540  5.71529  -0.15
C  -0.53534  -0.88896  5.90367  -0.13
N  0.21979  2.70817  2.86335  -0.01
H  -2.07147  2.96805  5.11233  0.08
H  -2.19340  2.82976  3.33650  0.08
H  -1.40319  4.24258  4.13800  0.07
H  0.46788  2.79648  4.93381  0.15
H  0.55946  0.42789  4.07863  0.11
H  -1.07681  0.51681  3.60558  0.11
H  -0.80569  -1.10487  6.93730  0.10
H  0.43359  -1.31748  5.64745  0.08
H  -1.11044  -1.55322  5.25858  0.06
H  -0.23777  2.24738  2.08978  0.02
H  1.18119  2.40937  2.78260  0.08
C  3.32179  6.23601  -0.38212  -0.01
C  3.60546  4.71378  -0.66280  -0.40
C  4.74850  4.11731  0.19186  -0.12
O  5.00362  2.74506  -0.20030  -0.30
C  6.24691  2.27228  0.24506  -0.06
N  2.36282  4.04381  -0.43494  0.00
H  4.24092  6.76381  -0.63651  0.09
H  3.10174  6.33032  0.68127  0.07
H  2.50618  6.71078  -0.92752  0.09
H  3.78170  4.65852  -1.73703  0.13
H  4.49636  4.08237  1.25172  0.15
H  5.65512  4.66167  -0.07232  0.15
H  7.00054  2.68372  -0.42641  0.11
H  6.28087  1.19759  0.42389  0.11
H  6.47190  2.68780  1.22731  0.10
H  1.88474  4.50850  0.32375  0.02
H  1.90699  4.56577  -1.16970  0.12
C  -0.20525  7.12630  0.92764  -0.04
C  -0.40738  5.70769  1.51894  -0.36
C  -1.32355  4.75311  0.70451  -0.21
O  -2.56489  5.38440  0.53288  -0.17
C  -3.54274  4.52061  -0.12714  -0.07
N  0.91633  5.09203  1.73494  0.00
H  0.41967  7.75910  1.55784  0.08
H  -1.17853  7.57469  0.72820  0.08
H  0.27164  7.15290  -0.05214  0.06
H  -0.70599  5.87002  2.55460  0.13
H  -1.53503  3.88798  1.33294  0.08
H  -0.86111  4.34245  -0.19304  0.11
H  -3.34909  4.28432  -1.17345  0.08
H  -4.49895  5.04370  -0.11572  0.09
H  -3.74947  3.61916  0.44970  0.08
H  0.79743  4.26376  2.30056  0.01
H  1.40938  5.69909  2.37406  0.09
C  4.75022  1.78867  -3.80871  -0.04
C  3.34243  2.08585  -3.36715  -0.42
C  2.25940  1.96376  -4.51022  -0.16
O  0.94188  2.37705  -4.12723  -0.22
C  -0.19429  2.26029  -5.01692  -0.05
N  2.94918  1.23378  -2.29589  0.04
H  4.74078  0.77927  -4.21996  0.08
H  5.48597  1.88815  -3.01068  0.08
H  5.03192  2.48258  -4.60069  0.09
H  3.41555  3.14623  -3.12561  0.11
H  2.30696  0.99262  -5.00290  0.13
H  2.54258  2.62440  -5.32965  0.12
H  0.17934  2.37874  -6.03400  0.09
H  -0.90724  3.03256  -4.72811  0.10
H  -0.68680  1.28841  -4.98563  0.06
H  1.95177  1.29614  -2.44213  0.05
H  3.15835  0.26799  -2.50467  0.04
C  -4.57484  0.02148  1.13530  -0.07
C  -3.81804  -1.05551  1.87731  -0.38
C  -4.69109  -1.83998  2.94430  -0.17
O  -5.33759  -0.94548  3.84243  -0.19
C  -4.41339  -0.29146  4.80467  -0.05
N  -3.18188  -1.87520  0.79889  0.04
H  -3.93554  0.52231  0.40827  0.05
H  -5.00241  0.74155  1.83299  0.08
H  -5.40344  -0.38609  0.55615  0.09
H  -3.02778  -0.58892  2.46542  0.10
H  -4.04014  -2.48198  3.53777  0.11
H  -5.44744  -2.42350  2.41938  0.13
H  -3.72198  0.41309  4.34243  0.06
H  -3.81307  -1.07370  5.26923  0.08
H  -4.90913  0.30980  5.56679  0.09
H  -3.95875  -2.19341  0.23736  0.08
H  -2.79076  -1.15738  0.20571  0.00
C  2.05145  -6.38305  2.99184  -0.08
C  1.76340  -5.23626  3.87268  -0.45
C  0.29834  -4.67748  3.67319  -0.09
O  0.20608  -4.00247  2.33709  -0.23
C  -0.56907  -2.80571  2.40024  -0.12
N  2.04617  -5.67016  5.23313  0.02
H  1.94848  -6.04345  1.96123  0.06
H  1.48553  -7.28409  3.22836  0.09
H  3.01555  -6.87758  3.11042  0.08
H  2.56046  -4.50206  3.75545  0.13
H  -0.00274  -3.98696  4.46099  0.10
H  -0.39819  -5.49562  3.85645  0.13
H  -0.50939  -2.42996  1.37880  0.06
H  -0.06009  -2.06548  3.01757  0.07
H  -1.53324  -2.99944  2.87029  0.09
H  1.99119  -4.98723  5.97521  0.07
H  3.02663  -5.91229  5.22025  0.07
C  -5.01965  1.81888  -2.38950  -0.05
C  -4.90321  0.52889  -3.19835  -0.42
C  -4.08158  0.67947  -4.48703  -0.16
O  -4.10089  -0.61762  -5.18776  -0.19
C  -3.09657  -0.56694  -6.16772  -0.13
N  -4.52150  -0.65060  -2.40021  0.07
H  -4.02804  2.06185  -2.00772  0.05
H  -5.70615  1.60779  -1.56958  0.08
H  -5.42352  2.70628  -2.87687  0.08
H  -5.89235  0.21156  -3.52851  0.13
H  -3.03646  0.90362  -4.27352  0.10
H  -4.46176  1.51292  -5.07774  0.13
H  -3.11049  0.30953  -6.81556  0.09
H  -3.17285  -1.46988  -6.77351  0.09
H  -2.14558  -0.57982  -5.63522  0.07
H  -3.85424  -0.38258  -1.69097  0.01
H  -4.02026  -1.19150  -3.09035  0.06
C  1.83513  -2.25488  -3.68418  -0.02
C  2.65540  -2.35368  -2.36842  -0.41
C  3.17893  -3.76270  -1.98740  -0.21
O  3.85574  -3.78098  -0.76078  -0.17
C  3.03494  -3.49398  0.37277  -0.07
N  3.78609  -1.51393  -2.57106  0.01
H  1.37816  -1.26622  -3.72689  0.06
H  1.04759  -3.00790  -3.71334  0.07
H  2.42904  -2.42403  -4.58238  0.08
H  2.14770  -1.88252  -1.52679  0.11
H  3.72981  -4.26055  -2.78539  0.14
H  2.27946  -4.37262  -2.07147  0.10
H  3.78994  -3.48260  1.15886  0.10
H  2.29781  -4.28116  0.53114  0.07
H  2.57606  -2.50677  0.31853  0.07
H  4.41361  -1.51703  -1.77967  0.09
H  4.37094  -1.86648  -3.31522  0.10
C  -0.88535  -3.59940  -1.23060  -0.05
C  -1.45560  -4.92674  -0.75951  -0.45
C  -0.38877  -6.02865  -0.63309  -0.19
O  0.17493  -6.33453  -1.90156  -0.21
C  1.38247  -7.15412  -1.87536  -0.07
N  -2.21142  -4.71751  0.43083  0.06
H  -1.66798  -2.84806  -1.12527  0.06
H  -0.51223  -3.74839  -2.24385  0.07
H  -0.01197  -3.41931  -0.60381  0.06
H  -2.10734  -5.25321  -1.56991  0.14
H  -0.90195  -6.94986  -0.35723  0.13
H  0.33334  -5.71029  0.11878  0.10
H  2.29379  -6.59509  -1.66302  0.07
H  1.38892  -7.51820  -2.90273  0.09
H  1.25181  -7.97157  -1.16627  0.09
H  -1.49424  -4.51136  1.11145  0.03
H  -2.65487  -3.81165  0.37725  0.01



Entry 2:
Density functional theory data (the ωB97M-V functional and the def2-TZVPD basis) for C36H99CsN9O13P as an isolated structure at a distorted geometry.

Calculated values
net charge	-2
E_LUMO	0.1172	Ha
highest occupied orbital energy	-0.9	eV

Last column: Löwdin charge in e.
Atoms and positions in Å:
Cs  -0.60283  -0.19815  -0.35138  0.86
P  -1.21398  2.21017  2.03623  -0.02
O  -1.03337  2.88504  3.40489  -0.42
O  0.06938  2.40261  1.15423  -0.53
O  -2.44832  2.82212  1.32485  -0.43
O  -1.44864  0.63729  2.29660  -0.61
C  4.54397  -2.18544  0.02017  -0.06
C  3.19092  -2.18011  -0.73088  -0.38
C  2.68240  -3.63289  -1.06113  -0.14
O  3.19473  -4.12880  -2.33622  -0.20
C  2.62246  -5.31841  -2.86851  -0.12
N  2.26276  -1.47289  0.16061  -0.01
H  4.47315  -2.78820  0.92558  0.06
H  4.92984  -1.20804  0.30981  0.07
H  5.36421  -2.61449  -0.55535  0.07
H  3.39436  -1.68944  -1.68270  0.12
H  1.60078  -3.63057  -1.19606  0.09
H  2.83354  -4.30054  -0.21290  0.11
H  2.73653  -6.15638  -2.18084  0.08
H  3.25182  -5.62724  -3.70315  0.08
H  1.58000  -5.30162  -3.18645  0.08
H  2.52369  -0.49978  0.23193  0.00
H  2.51764  -1.76686  1.09266  0.04
C  -2.97547  4.94425  -1.89388  -0.04
C  -1.50736  4.53047  -1.53664  -0.37
C  -0.69711  5.27787  -0.49960  -0.19
O  -0.27731  6.55440  -1.00700  -0.20
C  0.35962  7.40388  -0.07545  -0.11
N  -1.54764  3.04810  -1.18510  0.01
H  -2.90982  5.94718  -2.31569  0.05
H  -3.60866  4.96988  -1.00702  0.08
H  -3.32106  4.29203  -2.69592  0.04
H  -0.91496  4.57484  -2.45053  0.11
H  0.20824  4.69748  -0.32184  0.09
H  -1.20792  5.36823  0.45906  0.13
H  0.89990  6.81749  0.66776  0.05
H  -0.43392  7.83361  0.53588  0.07
H  0.94711  8.23697  -0.46137  0.08
H  -0.64202  2.95880  -0.74695  -0.02
H  -1.93943  3.02523  -0.25447  -0.03
C  2.63989  0.39946  4.77822  -0.05
C  1.45845  -0.24649  4.04608  -0.47
C  1.45339  -1.77106  4.04444  -0.15
O  2.53081  -2.15876  3.16382  -0.23
C  2.91327  -3.47046  3.48542  -0.13
N  0.21503  0.30781  4.43191  0.05
H  3.58622  0.04325  4.37121  0.06
H  2.49970  0.17851  5.83635  0.07
H  2.64110  1.47859  4.62479  0.05
H  1.46673  0.07440  3.00442  0.12
H  0.62929  -2.18280  3.46181  0.11
H  1.55500  -2.13622  5.06642  0.12
H  3.63003  -3.32099  4.29291  0.09
H  3.63368  -3.83115  2.75124  0.07
H  2.11915  -4.19190  3.67777  0.07
H  -0.45450  0.24207  3.67857  0.00
H  0.36144  1.29373  4.26872  0.03
C  4.77042  1.93201  -0.38420  -0.05
C  3.27288  2.28009  -0.17510  -0.39
C  2.44818  2.30684  -1.52330  -0.15
O  2.90219  3.32848  -2.43366  -0.20
C  2.46475  4.62871  -2.01545  -0.08
N  2.69128  1.32395  0.75335  0.05
H  4.99021  0.93909  -0.77652  0.05
H  5.38721  1.92712  0.51448  0.07
H  5.10243  2.72837  -1.05030  0.07
H  3.25636  3.29948  0.21047  0.09
H  1.38258  2.42196  -1.32497  0.09
H  2.49778  1.33671  -2.01776  0.11
H  2.42864  4.72400  -0.93022  0.06
H  1.45633  4.67879  -2.42616  0.08
H  3.03462  5.44045  -2.46758  0.09
H  1.73146  1.62512  0.84347  0.00
H  2.97860  1.62385  1.67400  0.08
C  2.82749  5.12822  2.15398  -0.08
C  1.90393  4.97552  3.32489  -0.42
C  0.68947  5.91128  3.30998  -0.19
O  1.15027  7.20901  3.59936  -0.16
C  0.00000  7.98949  3.70642  -0.16
N  1.58316  3.57461  3.27946  0.04
H  2.33829  5.19824  1.18245  0.05
H  3.62061  4.38276  2.09604  0.07
H  3.36892  6.05932  2.32130  0.07
H  2.48061  5.14278  4.23460  0.13
H  -0.06646  5.60870  4.03462  0.13
H  0.25519  5.88545  2.31056  0.10
H  0.35996  8.99528  3.92300  0.08
H  -0.65118  7.78225  4.55560  0.08
H  -0.63675  8.07893  2.82627  0.07
H  1.33744  3.28943  2.34223  0.01
H  0.64831  3.44065  3.63752  0.01
C  -3.13041  -2.24623  4.10761  -0.07
C  -3.02745  -2.90461  2.78532  -0.46
C  -4.32605  -2.87343  1.98196  -0.20
O  -4.93642  -1.57878  2.02826  -0.15
C  -6.21937  -1.55591  1.34466  -0.08
N  -1.90854  -2.34379  2.08633  0.05
H  -4.04826  -2.39777  4.67567  0.08
H  -3.15401  -1.17269  3.92040  0.09
H  -2.29695  -2.48450  4.76842  0.08
H  -2.74980  -3.92677  3.04258  0.12
H  -4.88692  -3.57945  2.59439  0.11
H  -4.17407  -3.34185  1.00956  0.11
H  -6.71080  -2.51325  1.51814  0.07
H  -5.99832  -1.66862  0.28328  0.06
H  -6.96050  -0.78964  1.57193  0.09
H  -1.80612  -1.34336  2.17988  -0.01
H  -1.10402  -2.65987  2.60876  0.04
C  0.93331  -6.17338  1.96537  -0.04
C  -0.63842  -6.42668  1.90162  -0.39
C  -1.22019  -6.76389  0.50407  -0.17
O  -0.70625  -5.93291  -0.56461  -0.22
C  -1.07793  -4.53055  -0.51632  -0.07
N  -0.89230  -7.43296  2.95072  0.02
H  1.41196  -7.08024  1.59580  0.07
H  1.26491  -6.12864  3.00274  0.06
H  1.20713  -5.28292  1.39949  0.06
H  -1.12287  -5.53699  2.30395  0.11
H  -2.30078  -6.63571  0.44089  0.11
H  -1.11301  -7.81550  0.23813  0.11
H  -2.15026  -4.46605  -0.33182  0.08
H  -0.75236  -4.15774  -1.48747  0.06
H  -0.53133  -3.94967  0.22659  0.06
H  -0.09588  -8.03914  2.81511  0.05
H  -0.80672  -6.88254  3.79322  0.06
C  -4.84327  0.62153  -1.89386  -0.05
C  -3.85376  0.40527  -3.01229  -0.44
C  -4.40083  -0.39681  -4.18580  -0.15
O  -3.28409  -0.68306  -5.10544  -0.22
C  -3.72179  -0.85937  -6.46075  -0.11
N  -3.38766  1.73040  -3.49190  0.06
H  -4.51879  1.16755  -1.00804  0.10
H  -5.09928  -0.28796  -1.35039  0.05
H  -5.84203  0.93678  -2.19586  0.08
H  -3.00268  -0.14396  -2.60969  0.09
H  -5.21331  0.18204  -4.62499  0.12
H  -4.78184  -1.30699  -3.72264  0.12
H  -3.03012  -1.43126  -7.07933  0.08
H  -4.00791  0.06673  -6.95929  0.08
H  -4.62697  -1.45838  -6.56037  0.07
H  -2.75600  2.21554  -2.87083  0.02
H  -2.85670  1.65596  -4.34784  0.06
C  -1.03177  -3.12177  -4.85184  -0.04
C  -0.04462  -2.33569  -3.93701  -0.40
C  1.39533  -2.09927  -4.47677  -0.16
O  1.35858  -1.35821  -5.71620  -0.17
C  2.65361  -0.95612  -6.08361  -0.12
N  -0.67977  -1.11842  -3.47009  0.01
H  -1.08364  -2.65278  -5.83442  0.07
H  -2.00030  -3.22217  -4.36197  0.07
H  -0.71448  -4.15980  -4.95135  0.06
H  -0.01890  -2.93608  -3.02764  0.09
H  1.92589  -3.04103  -4.61710  0.11
H  1.90241  -1.62275  -3.63778  0.12
H  2.53267  -0.35143  -6.98240  0.08
H  3.23136  -1.81113  -6.43469  0.08
H  3.19049  -0.31310  -5.38620  0.09
H  -1.56953  -0.87880  -3.88360  0.03
H  -0.13240  -0.46247  -4.00881  0.07



For each record above, in turn, the calculated molecular weight values are 1047.00; 1030.12 g/mol.